Model w:
Molecular formula: C4H11NO
Method: DFT, ωB97M-V with the def2-TZVPD basis set

Computed properties:
Orbital gap (spin up / spin down) in eV: 10.085 / 6.264
2S+1: 2
Lowest unoccupied orbital energy (spin up / spin down) in eV: -3.5 / -7.4
E_HOMO (spin up / spin down) in eV: -13.616 / -13.616
Total charge: +1
<S²>: 0.76

Geometry as XYZ:
```
17
C4H11NO | the Open Molecules 2025 dataset | ωB97M-V with the def2-TZVPD basis set
C 2.642 -1.583 -0.607
C 1.127 -1.796 -0.718
C 0.292 -0.590 -0.450
C -0.327 -0.270 0.739
N 0.254 0.238 -1.513
H 3.118 -1.038 -1.417
H 2.845 -1.195 0.398
H 3.048 -2.600 -0.602
H 0.841 -2.244 -1.681
H 0.864 -2.663 -0.088
H -0.320 -1.059 1.480
H -0.949 0.572 0.997
H 0.829 -0.049 -2.299
H -0.300 1.086 -1.486
H -5.243 4.010 2.774
H -4.262 5.068 2.245
O -4.460 4.112 2.227
```

Model x:
Molecular formula: C4H11NO
Method: DFT, ωB97M-V with the def2-TZVPD basis set

Computed properties:
Orbital gap (spin up / spin down) in eV: 11.125 / 5.962
2S+1: 2
Lowest unoccupied orbital energy (spin up / spin down) in eV: -3.8 / -8.9
E_HOMO (spin up / spin down) in eV: -14.903 / -14.874
Total charge: +1
<S²>: 0.75

Geometry as XYZ:
```
17
C4H11NO | the Open Molecules 2025 dataset | ωB97M-V with the def2-TZVPD basis set
C 0.268 -0.262 0.872
C -0.906 0.117 -0.032
C -2.233 -0.344 0.525
O -0.757 -0.561 -1.301
C 1.643 -0.209 0.186
N 1.966 1.162 -0.196
H 0.266 0.370 1.766
H 0.194 -1.279 1.265
H -0.915 1.185 -0.237
H -2.235 -1.436 0.449
H -3.059 0.023 -0.077
H -2.358 -0.134 1.554
H -0.465 0.072 -1.970
H 2.455 -0.610 0.797
H 1.666 -0.703 -0.786
H 1.513 1.448 -1.057
H 1.886 1.915 0.494
```

Model y:
Molecular formula: C4H11NO
Method: DFT, ωB97M-V with the def2-TZVPD basis set

Computed properties:
Orbital gap (spin up / spin down) in eV: 8.712 / 5.110
2S+1: 2
Lowest unoccupied orbital energy (spin up / spin down) in eV: -4.4 / -8.0
E_HOMO (spin up / spin down) in eV: -13.102 / -13.102
Total charge: +1
<S²>: 0.77

Geometry as XYZ:
```
17
C4H11NO | the Open Molecules 2025 dataset | ωB97M-V with the def2-TZVPD basis set
C 1.223 -1.569 -0.951
C 2.577 -1.766 -0.916
N 0.404 -2.495 -0.379
H 0.835 -0.804 -1.471
H 3.257 -0.937 -1.164
H 3.013 -2.757 -0.590
H 0.608 -3.389 -0.012
H -0.559 -2.309 -0.682
H -2.418 1.315 -1.056
C -1.432 2.163 0.313
O -2.516 1.368 -0.084
C -0.787 1.567 1.525
H -0.622 2.275 -0.485
H -1.905 3.089 0.415
H 0.192 2.059 1.882
H -1.420 1.630 2.353
H -0.449 0.560 1.302
```

The structure with the most favorable energy is model w; the runner-up is 99.1 kJ/mol above it.

Model w:
Molecular formula: C2H9NO4
Method: DFT, ωB97M-V with the def2-TZVPD basis set

Computed properties:
SMILES string: CNC(=O)O.O.O
Orbital gap in eV: 10.665
2S+1: 1
Lowest unoccupied orbital energy in eV: 0.7
E_HOMO in eV: -9.986

Geometry as XYZ:
```
16
C2H9NO4 | the Open Molecules 2025 dataset | ωB97M-V with the def2-TZVPD basis set
C -1.983 1.611 0.395
N -1.718 0.477 1.265
C -0.703 -0.405 1.149
O 0.243 -0.044 0.208
O -0.521 -1.332 1.900
H -1.811 2.553 0.902
H -3.010 1.495 0.034
H -1.365 1.550 -0.493
H -2.509 0.156 1.803
H 1.053 -0.273 0.691
H 1.296 0.727 -6.741
H 0.972 2.148 -6.324
O 0.566 1.371 -6.727
H 2.654 -2.476 2.921
H 3.171 -1.360 3.794
O 3.234 -1.706 2.898
```

Model x:
Molecular formula: C2H9NO4
Method: DFT, ωB97M-V with the def2-TZVPD basis set

Computed properties:
SMILES string: NCC(=O)O.O.O
Orbital gap in eV: 10.129
2S+1: 1
Lowest unoccupied orbital energy in eV: 0.6
E_HOMO in eV: -9.540

Geometry as XYZ:
```
16
C2H9NO4 | the Open Molecules 2025 dataset | ωB97M-V with the def2-TZVPD basis set
O -0.323 0.235 -0.556
C -0.556 -0.002 0.592
O -1.915 0.263 0.924
C 0.072 -1.147 1.508
N 0.871 -1.957 0.666
H -2.259 0.757 0.188
H 0.708 -0.809 2.231
H -0.797 -1.703 2.032
H 1.264 -2.736 1.309
H 1.689 -1.363 0.358
H 2.332 -0.294 -2.657
H 2.201 0.420 -1.229
O 2.327 -0.411 -1.650
H -1.788 2.106 -1.315
H -1.809 3.718 -1.510
O -2.019 2.922 -0.892
```

The structure with the most favorable energy is model w; the runner-up is 154.6 kJ/mol above it.

Model w:
Molecular formula: C2H9NO4
Method: DFT, ωB97M-V with the def2-TZVPD basis set

Computed properties:
SMILES string: CNC(=O)O.O.O
Orbital gap in eV: 10.395
2S+1: 1
Lowest unoccupied orbital energy in eV: 0.5
E_HOMO in eV: -9.870

Geometry as XYZ:
```
16
C2H9NO4 | the Open Molecules 2025 dataset | ωB97M-V with the def2-TZVPD basis set
C -2.333 -1.642 1.164
N -1.718 -2.185 -0.039
C -2.125 -1.922 -1.300
O -3.020 -0.900 -1.328
O -1.716 -2.481 -2.289
H -3.361 -1.988 1.298
H -2.328 -0.562 1.127
H -1.787 -1.969 2.050
H -0.996 -2.869 0.089
H -3.568 -1.029 -2.113
H 0.958 4.451 -1.541
H 1.822 3.747 -0.527
O 1.621 3.754 -1.469
H 5.870 1.416 2.197
H 6.160 2.492 1.140
O 6.521 1.688 1.542
```

Model x:
Molecular formula: C2H9NO4
Method: DFT, ωB97M-V with the def2-TZVPD basis set

Computed properties:
SMILES string: NCC(=O)O.O.O
Orbital gap in eV: 10.665
2S+1: 1
Lowest unoccupied orbital energy in eV: 0.6
E_HOMO in eV: -10.037

Geometry as XYZ:
```
16
C2H9NO4 | the Open Molecules 2025 dataset | ωB97M-V with the def2-TZVPD basis set
O 0.769 0.296 0.411
C 0.145 0.177 -0.616
O 0.635 -0.529 -1.652
C -1.109 0.982 -0.855
N -1.325 1.932 0.281
H 1.494 -0.789 -1.268
H -1.972 0.312 -0.960
H -0.882 1.629 -1.694
H -1.595 2.770 -0.206
H -0.499 1.962 0.865
H -1.954 0.437 1.302
H -2.877 -0.563 1.781
O -2.038 -0.179 2.063
H 2.251 -2.280 0.765
H 3.660 -2.202 0.448
O 2.826 -2.267 -0.016
```

The structure with the most favorable energy is model w; the runner-up is 38.7 kJ/mol above it.

Model w:
Molecular formula: C3H10N3
Method: DFT, ωB97M-V with the def2-TZVPD basis set

Computed properties:
Orbital gap in eV: 10.693
2S+1: 1
Lowest unoccupied orbital energy in eV: -3.6
E_HOMO in eV: -14.261
Total charge: +1

Geometry as XYZ:
```
16
C3H10N3 | the Open Molecules 2025 dataset | ωB97M-V with the def2-TZVPD basis set
C -2.927 -0.085 0.064
C -1.700 0.237 0.545
C 2.183 0.286 0.663
N 2.226 0.773 -0.524
N 1.355 -0.584 1.193
N 1.017 0.674 -1.358
H -3.402 0.497 -0.714
H -3.424 -0.966 0.395
H -1.237 -0.414 1.291
H -1.246 1.108 0.263
H 2.971 0.412 1.404
H 1.491 -1.158 2.025
H 0.481 -0.801 0.716
H 1.123 1.597 -1.736
H 0.093 0.770 -0.872
H 1.015 0.070 -2.253
```

Model x:
Molecular formula: C3H10N3
Method: DFT, ωB97M-V with the def2-TZVPD basis set

Computed properties:
SMILES string: N[C@@H]([NH3+])[C@H]1CN1
Orbital gap in eV: 11.422
2S+1: 1
Lowest unoccupied orbital energy in eV: -3.0
E_HOMO in eV: -14.423
Total charge: +1

Geometry as XYZ:
```
16
C3H10N3 | the Open Molecules 2025 dataset | ωB97M-V with the def2-TZVPD basis set
C -1.880 -0.484 0.467
C -0.569 -0.723 -0.180
C 0.734 -0.215 0.477
N 1.833 -0.904 0.027
N 0.694 1.337 0.036
N -1.446 0.345 -0.633
H -2.684 -1.187 0.294
H -1.913 -0.003 1.434
H -0.437 -1.600 -0.801
H 0.676 -0.217 1.565
H 1.925 -1.069 -0.963
H 2.702 -0.834 0.529
H 0.939 1.969 0.798
H 1.322 1.502 -0.749
H -1.933 0.227 -1.513
H -0.345 1.403 -0.271
```

Model y:
Molecular formula: C3H10N3
Method: DFT, ωB97M-V with the def2-TZVPD basis set

Computed properties:
SMILES string: NNC1([NH3+])CC1
Orbital gap in eV: 10.804
2S+1: 1
Lowest unoccupied orbital energy in eV: -3.3
E_HOMO in eV: -14.124
Total charge: +1

Geometry as XYZ:
```
16
C3H10N3 | the Open Molecules 2025 dataset | ωB97M-V with the def2-TZVPD basis set
C 1.256 -0.453 -0.807
C 1.539 -0.392 0.730
C 0.229 0.074 0.209
N -1.969 -0.494 -0.236
N -0.938 -0.565 0.736
N -0.167 1.484 0.090
H 1.648 0.286 -1.549
H 1.100 -1.445 -1.095
H 1.275 -1.405 1.175
H 2.268 0.150 1.198
H -2.162 -1.280 -0.838
H -2.908 -0.291 0.302
H -0.933 -1.470 1.093
H -1.073 1.493 -0.599
H 0.459 2.125 -0.230
H -0.462 1.699 1.070
```

Model z:
Molecular formula: C3H10N3
Method: DFT, ωB97M-V with the def2-TZVPD basis set

Computed properties:
Orbital gap (spin up / spin down) in eV: 8.181 / 9.121
2S+1: 1
Lowest unoccupied orbital energy (spin up / spin down) in eV: -5.5 / -4.6
E_HOMO (spin up / spin down) in eV: -13.636 / -13.699
Total charge: +1

Geometry as XYZ:
```
16
C3H10N3 | the Open Molecules 2025 dataset | ωB97M-V with the def2-TZVPD basis set
C 0.614 0.185 0.785
C 0.091 -2.244 1.790
C -0.724 1.042 -2.500
N -0.119 0.151 -0.263
N 1.257 0.975 1.642
N -0.173 1.226 -1.151
H -0.867 -2.356 1.382
H 0.148 -1.872 2.745
H 0.987 -2.577 1.423
H 0.110 0.851 -3.056
H -1.548 0.300 -2.583
H -1.255 1.971 -2.801
H -0.476 -0.684 -0.527
H 1.830 0.590 2.394
H 1.382 1.980 1.391
H -0.812 2.006 -0.833
```

The structure with the most favorable energy is model x; the runner-up is 181.7 kJ/mol above it.